1.
3 unconnected molecules or ions with the total composition C4H13NO3 at a distorted geometry, computed with the ωB97M-V functional and the def2-TZVPD basis.

Geometry as ORCA input:
```
! RIJCOSX wB97M-V def2-TZVPD def2/J DEFGRID3
* xyz 0 1
C 1.9293 -1.2624 0.1643
C 0.6739 -0.3889 -0.0888
N 0.6885 0.2723 -1.4124
C -0.5837 -1.2465 0.0498
C -0.9175 -1.5333 1.5030
O -0.2652 -2.2714 2.1913
H 2.1079 -1.3184 1.2352
H 2.8122 -0.9925 -0.4084
H 1.6772 -2.2910 -0.0390
H 0.7088 0.4725 0.5890
H 1.5709 0.7608 -1.4964
H 0.8175 -0.4334 -2.1321
H -0.4922 -2.2362 -0.4081
H -1.4511 -0.7911 -0.4440
H -1.8606 -1.1361 1.9172
O -0.1938 2.7733 1.1544
H -0.7208 2.2186 1.7716
H -0.8637 3.3345 0.7671
O -1.9567 2.3955 -1.4489
H -1.3107 1.7162 -1.2758
H -2.3703 1.9574 -2.1890
*
```

SMILES ... C[C@@H](N)CC=O.O.O
Orbital gap ... 10.6 eV
Max |F| ... 1.38 eV/A
HOMO ... -9.94 eV
Energy relative to the best compared isomer or geometry (same formula, charge and spin) ... 1.608 eV

Atom charges from the Löwdin analysis, given in e for atoms 1 to 6:
1. C -0.05
2. C -0.43
3. N 0.03
4. C -0.14
5. C -0.25
6. O 0.06

***

2.
A molecular structure, C11H36Br2N9O18PSi2 at a distorted geometry, computed with the ωB97M-V functional and the def2-TZVPD basis.

Geometry as ORCA input:
```
! RIJCOSX wB97M-V def2-TZVPD def2/J DEFGRID3
* xyz 0 1
C -1.9983 3.6779 1.0826
C -0.8944 4.5815 1.7534
Br 0.5172 4.9551 0.3983
C -0.2707 4.0438 3.0916
Br -1.5489 3.0849 4.2614
Si 1.4026 3.0937 2.8581
O 1.5933 1.9058 4.1079
Si 1.3354 0.3375 3.4906
P 3.0722 -0.4880 2.3955
N 2.3937 -1.4104 1.0549
O 3.8217 -1.6819 3.3841
H -1.6569 3.4630 0.0383
H -2.9218 4.2954 0.9686
H -2.1749 2.6919 1.5573
H -1.3753 5.5597 1.9936
H 0.0268 4.9527 3.6768
H 2.5016 4.0554 3.0829
H 1.5264 2.4930 1.5250
H 0.1715 0.2693 2.5821
H 1.0183 -0.5360 4.6359
H 3.1335 -1.9121 0.5619
H 1.7858 -2.1179 1.4748
H 3.1633 -2.3597 3.5946
C -4.9918 1.5334 -0.7230
N -3.6713 1.9070 -1.2879
O -3.5371 3.0481 -1.6916
O -2.8176 1.0451 -1.3078
H -5.6486 2.3971 -0.7724
H -5.3807 0.7228 -1.3205
H -4.8340 1.2297 0.3002
C 2.3673 2.8534 -2.6474
N 3.4995 2.2720 -1.8817
O 4.3424 1.6590 -2.5049
O 3.5000 2.4507 -0.6858
H 2.4986 2.6149 -3.6984
H 1.4508 2.4121 -2.2618
H 2.3817 3.9293 -2.4907
C 6.2481 -3.9230 2.7055
N 5.6941 -5.2648 2.3947
O 4.9857 -5.3663 1.4139
O 5.9866 -6.1699 3.1445
H 5.9025 -3.2199 1.9544
H 5.8883 -3.6412 3.6918
H 7.3325 -4.0028 2.6886
C 4.5713 -2.1914 -2.8202
N 5.6977 -2.7723 -2.0463
O 6.5588 -3.3581 -2.6627
O 5.6739 -2.6157 -0.8449
H 4.7250 -2.4073 -3.8728
H 3.6545 -2.6524 -2.4599
H 4.5698 -1.1179 -2.6404
C -4.2463 -0.1502 -4.7080
N -5.6583 0.1409 -4.3491
O -5.8613 1.0364 -3.5549
O -6.5089 -0.5383 -4.8758
H -3.6001 0.5319 -4.1628
H -4.0437 -1.1813 -4.4291
H -4.1453 -0.0057 -5.7809
C -5.8603 -2.7134 0.5252
N -5.6824 -1.2393 0.5492
O -4.7020 -0.8118 1.1194
O -6.5457 -0.5783 -0.0060
H -5.0296 -3.1724 1.0523
H -6.8032 -2.9364 1.0183
H -5.8778 -3.0244 -0.5168
C 2.7338 -7.9624 0.9652
N 1.3124 -7.6789 1.2910
O 1.0845 -6.7923 2.0863
O 0.4752 -8.3569 0.7355
H 3.3649 -7.2838 1.5310
H 2.9334 -8.9955 1.2396
H 2.8615 -7.8072 -0.1033
C -3.2988 5.8935 -1.7847
N -2.7726 7.1760 -1.2524
O -3.0659 7.4687 -0.1116
O -2.0856 7.8392 -1.9971
H -3.8892 5.4126 -1.0136
H -3.9118 6.1264 -2.6523
H -2.4470 5.2764 -2.0571
*
```

Orbital gap ... 8.2 eV
Max |F| ... 2.69 eV/A
HOMO ... -8.58 eV

Atom charges from the Löwdin analysis, given in e for atoms 1 to 6:
1. C -0.18
2. C -0.75
3. Br 0.67
4. C -0.81
5. Br 0.65
6. Si 0.44

***

3.
6 unconnected molecules or ions with the total composition C3H18N2O7 at a distorted geometry, computed with the ωB97M-V functional and the def2-TZVPD basis.

Geometry as ORCA input:
```
! RIJCOSX wB97M-V def2-TZVPD def2/J DEFGRID3
* xyz 0 1
N 1.7411 0.1502 1.2761
C 0.6274 -0.5740 1.7022
O 0.4645 -0.7376 2.8724
C 0.0354 -1.6127 0.5709
N -0.6600 -0.8156 -0.4070
C -1.3664 -1.2407 -1.5373
O -2.8133 -1.0154 -1.1834
H 2.2854 0.4071 2.0984
H 2.0234 0.1196 0.2261
H -0.6639 -2.3169 0.9665
H 0.8011 -2.2564 0.1488
H -0.4882 0.2128 -0.4478
H -1.1476 -2.3034 -1.6336
H -1.1910 -0.8800 -2.5830
H -3.2710 -0.4969 -1.7922
O -2.7721 -0.4789 1.5610
H -2.8071 -0.9949 2.3518
H -2.5561 -0.8268 0.5846
O 3.1176 -1.5697 -0.8592
H 2.8813 -2.4073 -0.6226
H 3.6866 -1.8862 -1.6095
O 0.0838 4.0204 0.6301
H -0.5508 3.3268 0.9140
H -0.4152 4.8096 0.2882
O -2.1661 2.5430 1.1301
H -3.0582 2.9742 1.0793
H -2.2692 1.6032 1.4173
O 3.5135 0.6596 -2.7364
H 3.0397 0.1616 -2.1162
H 3.8954 1.4252 -2.2895
*
```

SMILES ... NC(=O)CNCO.O.O.O.O.O
Orbital gap ... 9.5 eV
Max |F| ... 4.37 eV/A
HOMO ... -9.36 eV
Energy relative to the best compared isomer or geometry (same formula, charge and spin) ... 1.532 eV

Atom charges from the Löwdin analysis, given in e for atoms 1 to 6:
1. N 0.13
2. C -0.48
3. O 0.06
4. C -0.10
5. N -0.10
6. C -0.22

***

4.
A molecular structure, C14H15ClFeN2O6, computed with the ωB97M-V functional and the def2-TZVPD basis.

Geometry as ORCA input:
```
! RIJCOSX wB97M-V def2-TZVPD def2/J DEFGRID3
* xyz 1 2
Fe 1.6867 -0.4575 -0.1444
O -0.9552 -1.2219 3.2626
C 0.0468 -1.1759 2.4011
O 0.8954 -0.3094 2.3635
C 0.1464 -2.3660 1.5028
C -0.3854 -3.6190 1.7202
C 0.1126 -4.6812 0.9615
C 1.1743 -4.4778 0.0951
C 1.6351 -3.1814 -0.0713
N 1.0576 -2.1668 0.5522
C 2.9220 -2.7504 -0.7371
O 3.6370 -3.5093 -1.3206
O 3.1693 -1.4750 -0.4694
H -0.8779 -0.4789 3.8828
H -1.1218 -3.7712 2.4958
H -0.2819 -5.6771 1.1115
H 1.6684 -5.2853 -0.4270
C -1.9224 2.9099 1.7501
C -1.7080 2.6295 0.2563
C -2.9978 2.1175 -0.4007
C -1.1809 3.8777 -0.4672
C -0.6859 1.5806 0.1309
N 0.1310 0.7899 0.0114
H -2.6733 3.6932 1.8483
H -1.0038 3.2511 2.2263
H -2.2849 2.0234 2.2711
H -3.7561 2.8958 -0.3199
H -3.3705 1.2224 0.0972
H -2.8428 1.8963 -1.4563
H -1.9334 4.6620 -0.3888
H -0.9989 3.6746 -1.5218
H -0.2575 4.2375 -0.0148
Cl 0.6618 2.0860 -3.8493
C 1.9743 0.8964 -3.6574
C 1.9049 0.3854 -2.2547
O 1.2424 -0.6797 -1.9678
O 2.4322 0.9716 -1.2811
H 2.9249 1.3931 -3.8253
H 1.8152 0.0898 -4.3659
*
```

Orbital gap (spin up / spin down) ... 8.6 / 9.0 eV
Max |F| ... 0.48 eV/A
HOMO (spin up / spin down) ... -13.48 / -13.50 eV
Energy relative to the best compared isomer or geometry (same formula, charge and spin) ... 0.831 eV

Atom charges from the Löwdin analysis, given in e for atoms 1 to 6:
1. Fe 0.86
2. O 0.17
3. C -0.45
4. O 0.10
5. C -0.14
6. C 0.05

***

5.
A gas-phase ion, C5H5Cl3NO3 (charge +1) at a distorted geometry, computed with the ωB97M-V functional and the def2-TZVPD basis.

Geometry as ORCA input:
```
! RIJCOSX wB97M-V def2-TZVPD def2/J DEFGRID3
* xyz 1 1
O -0.0172 2.2383 -0.5468
C -0.2935 1.1699 -0.0745
C -1.4647 0.6248 0.6236
C -1.4858 -0.9235 0.2312
C -0.1726 -1.3952 -0.1101
O 0.2797 -2.4097 -0.3878
N 0.6396 -0.0212 -0.4987
O 0.8233 -0.0289 -1.8331
C 1.9356 0.0295 0.3474
Cl 2.9660 -1.2990 -0.1827
Cl 1.4283 -0.0677 2.0210
Cl 2.7108 1.5343 0.1233
H -1.3400 1.0193 1.7534
H -2.4262 1.1880 0.3497
H -2.1348 -1.0318 -0.6836
H -2.0176 -1.4718 1.0128
H 0.5692 0.8447 -2.1451
*
```

SMILES ... O=C1CCC(=O)[N+]1(O)C(Cl)(Cl)Cl
Orbital gap ... 10.4 eV
Max |F| ... 3.91 eV/A
HOMO ... -15.25 eV
Energy relative to the best compared isomer or geometry (same formula, charge and spin) ... 1.534 eV

Atom charges from the Löwdin analysis, given in e for atoms 1 to 6:
1. O 0.17
2. C -0.38
3. C -0.06
4. C -0.04
5. C -0.37
6. O 0.24

***

6.
2 unconnected molecules or ions with the total composition C3H10S2, computed with the ωB97M-V functional and the def2-TZVPD basis.

Geometry as ORCA input:
```
! RIJCOSX wB97M-V def2-TZVPD def2/J DEFGRID3
* xyz 0 1
C -1.6777 -2.4938 -1.4202
C -1.1936 -1.2084 -0.7635
S -2.4330 -0.5290 0.4068
H -2.7633 -2.5260 -1.4874
H -1.3945 -3.3918 -0.8772
H -1.2968 -2.5686 -2.4354
H -0.2655 -1.3619 -0.2212
H -1.0229 -0.4401 -1.5092
H -2.2586 0.7631 0.1279
C 1.4755 1.1540 0.5094
S 3.1332 1.8651 0.4273
H 0.9894 1.4157 -0.4265
H 1.4761 0.0795 0.6373
H 0.8896 1.6228 1.2954
H 3.7078 1.1637 1.4112
*
```

SMILES ... CCS.CS
Orbital gap ... 9.8 eV
Max |F| ... 0.48 eV/A
HOMO ... -9.09 eV
Energy relative to the best compared isomer or geometry (same formula, charge and spin) ... 0.469 eV

Atom charges from the Löwdin analysis, given in e for atoms 1 to 6:
1. C -0.18
2. C -0.61
3. S 0.67
4. H 0.05
5. H 0.07
6. H 0.07

***

7.
A molecular structure, C18H22F3IN7O3OsS, computed with the ωB97M-V functional and the def2-TZVPD basis.

Geometry as ORCA input:
```
! RIJCOSX wB97M-V def2-TZVPD def2/J DEFGRID3
* xyz 1 5
Os -0.2648 1.5227 -1.0620
C 1.0456 1.9235 3.2031
N 2.0399 1.1104 2.5228
C 2.7428 0.0629 3.0768
C 3.6159 -0.3690 2.1392
N 3.4289 0.4177 1.0322
C 2.4620 1.3222 1.2601
S 1.9101 2.5260 0.1735
H 0.7209 1.3936 4.0947
H 0.2127 2.0902 2.5278
H 1.4772 2.8842 3.4794
H 2.5796 -0.2608 4.0885
H 4.3625 -1.1414 2.1717
H 3.9564 0.3432 0.1605
C -0.4395 -3.5374 -0.6615
C 0.7570 -2.8392 0.0001
C 2.0246 -2.9851 -0.8548
C 0.9842 -3.3398 1.4319
C 0.4490 -1.4046 0.0605
N 0.2312 -0.2782 0.0486
H -0.2240 -4.6048 -0.7000
H -0.5953 -3.1749 -1.6771
H -1.3559 -3.3921 -0.0902
H 2.2662 -4.0457 -0.9221
H 2.8753 -2.4650 -0.4138
H 1.8619 -2.6075 -1.8641
H 1.2256 -4.4013 1.3843
H 0.0907 -3.2188 2.0435
H 1.8149 -2.8186 1.9078
N 1.0928 0.9226 -2.3337
C 2.0947 0.6787 -2.8798
C 3.3262 0.3594 -3.3715
C 4.2246 -0.0693 -2.3648
N 4.8481 -0.3762 -1.4450
C 3.6555 0.4372 -4.7491
N 3.9037 0.5029 -5.8695
F -4.5119 -0.7335 -2.4612
C -3.4135 -1.3884 -2.0634
F -3.0704 -2.2569 -3.0090
F -3.7234 -2.0811 -0.9528
C -2.2850 -0.3803 -1.7534
O -1.2462 -0.3913 -2.4268
O -2.4884 0.4062 -0.7981
I -0.7041 3.5471 -2.5303
C -4.5957 2.5680 1.8754
N -3.5103 2.6103 0.8856
C -3.7900 3.1424 -0.4491
C -2.3254 2.2176 1.2515
O -1.2585 2.2259 0.5756
H -5.5369 2.4698 1.3440
H -4.6131 3.4812 2.4685
H -4.4746 1.7002 2.5189
H -4.8612 3.2917 -0.5345
H -3.4613 2.4274 -1.1962
H -3.2805 4.0952 -0.5813
H -2.2507 1.8809 2.2888
*
```

Orbital gap (spin up / spin down) ... 7.0 / 5.5 eV
Max |F| ... 0.36 eV/A
HOMO (spin up / spin down) ... -10.83 / -11.23 eV
Energy relative to the best compared isomer or geometry (same formula, charge and spin) ... 1.118 eV

Atom charges from the Löwdin analysis, given in e for atoms 1 to 6:
1. Os 1.15
2. C 0.00
3. N -0.11
4. C -0.03
5. C -0.05
6. N 0.10

***

8.
A molecular structure, C3H5NS at a distorted geometry, computed with the ωB97M-V functional and the def2-TZVPD basis.

Geometry as ORCA input:
```
! RIJCOSX wB97M-V def2-TZVPD def2/J DEFGRID3
* xyz 0 1
C 1.2161 0.3112 0.2429
C -0.3747 0.1171 0.0877
C -1.3873 -0.8667 0.3889
N 1.3251 1.2665 -0.6906
S -0.1455 0.9471 -1.4775
H 1.9012 0.1172 0.9338
H -1.4793 -1.5589 -0.4380
H -0.9897 -1.4300 1.2826
H -2.3347 -0.3799 0.7785
H 2.2689 1.4764 -1.1085
*
```

Orbital gap ... 8.0 eV
Max |F| ... 9.26 eV/A
HOMO ... -7.32 eV
Energy relative to the best compared isomer or geometry (same formula, charge and spin) ... 3.193 eV

Atom charges from the Löwdin analysis, given in e for atoms 1 to 6:
1. C -0.19
2. C -0.51
3. C -0.18
4. N -0.40
5. S 0.87
6. H 0.04